Record 1
Molecular formula: C28H28AsN5RuS
Method: DFT, wB97M-V/def2-TZVPD

XYZ file:
```
64
Properties=species:S:1:pos:R:3:forces:R:3
Ru 1.0862 -0.7714 -0.4042 0.8 -1.1 -0.9
S 0.1377 -2.9838 0.0829 0.4 1.1 0.2
C -1.1807 -2.7566 1.2173 -0.2 0.0 -0.2
C -1.6244 -3.8523 1.9599 -0.1 0.0 0.0
C -2.7144 -3.7286 2.8047 0.1 0.0 0.0
C -3.3830 -2.5161 2.9216 -0.1 0.0 0.0
C -2.9403 -1.4196 2.2021 -0.1 0.1 -0.1
C -1.8494 -1.5347 1.3471 0.1 0.0 0.2
As -1.1547 -0.0496 0.3316 -0.2 -1.3 -0.4
C -1.8627 -0.3450 -1.4596 0.2 0.2 0.0
C -2.6365 -1.4554 -1.7789 0.0 0.0 0.1
C -3.0517 -1.6549 -3.0881 0.0 0.0 0.0
C -2.6794 -0.7596 -4.0832 0.0 0.0 0.0
C -1.9027 0.3477 -3.7695 0.0 0.0 -0.1
C -1.4958 0.5568 -2.4606 0.0 0.0 0.2
C -2.1821 1.4707 0.9576 0.8 0.2 0.1
C -1.7193 2.1717 2.0690 0.0 -0.1 -0.1
C -2.4460 3.2449 2.5580 0.0 0.0 0.0
C -3.6242 3.6217 1.9287 0.0 0.0 0.0
C -4.0817 2.9236 0.8196 0.0 0.1 0.1
C -3.3599 1.8481 0.3256 0.0 -0.2 -0.1
H -1.0995 -4.7945 1.8703 0.0 0.0 0.0
H -3.0436 -4.5835 3.3809 0.0 0.0 0.0
H -4.2432 -2.4265 3.5710 0.0 0.0 0.0
H -3.4467 -0.4658 2.2940 0.0 0.0 0.0
H -2.9237 -2.1560 -1.0044 0.0 0.0 0.0
H -3.6713 -2.5092 -3.3285 0.0 0.0 0.0
H -3.0035 -0.9229 -5.1027 0.0 0.0 0.0
H -1.6195 1.0481 -4.5445 0.0 0.0 0.0
H -0.9047 1.4309 -2.2090 0.0 0.0 -0.1
H -0.7965 1.8673 2.5498 0.0 0.1 0.0
H -2.0966 3.7892 3.4252 0.0 0.0 0.0
H -4.1874 4.4663 2.3029 0.0 0.0 0.0
H -5.0036 3.2199 0.3376 0.0 0.0 0.0
H -3.7126 1.2995 -0.5389 0.0 0.1 0.0
C 3.8834 1.0695 3.6738 -0.1 0.1 0.0
N 3.7994 -0.3181 3.2249 0.2 0.0 0.1
C 4.3335 -1.3634 4.0987 0.0 -0.1 0.1
C 3.0934 -0.6367 2.1799 0.0 -0.3 -0.1
N 2.5155 -0.9842 1.2398 -0.9 1.0 -0.7
H 4.9077 1.2843 3.9743 0.0 0.0 0.0
H 3.2222 1.2432 4.5249 0.0 0.0 0.0
H 3.6074 1.7377 2.8618 0.0 0.0 0.0
H 5.3489 -1.0948 4.3862 0.0 0.0 0.0
H 4.3554 -2.3126 3.5702 0.0 0.0 0.0
H 3.7262 -1.4681 4.9995 0.0 0.0 0.0
N 0.4198 -3.0415 -3.0810 0.2 -0.1 -0.6
N 1.2066 -1.9309 -2.6355 -0.2 0.3 1.0
H -0.5474 -2.7452 -3.0870 -0.1 0.0 0.2
H 0.5051 -3.7753 -2.3920 -0.2 0.0 0.2
H 1.1737 -1.2300 -3.3645 0.1 0.1 -0.1
H 2.1655 -2.2560 -2.5919 0.1 0.0 -0.2
N 4.5399 4.9300 -3.7733 0.0 0.0 0.0
C 4.0365 3.9970 -3.3300 0.2 0.2 -0.1
C 3.4129 2.8406 -2.7600 -0.1 -0.2 0.1
C 3.8930 1.5651 -3.0501 0.0 0.0 0.0
C 3.2845 0.4525 -2.4902 -0.1 -0.2 0.0
C 2.1973 0.5941 -1.6380 -1.1 -0.1 1.4
C 1.7299 1.8785 -1.3438 0.3 0.2 -0.2
C 2.3273 2.9995 -1.9012 0.0 0.0 0.0
H 4.7428 1.4472 -3.7089 0.0 0.0 0.0
H 3.6865 -0.5273 -2.7252 0.0 0.0 0.0
H 0.8958 2.0332 -0.6655 0.0 0.0 0.0
H 1.9546 3.9912 -1.6809 0.0 0.0 0.0
```
Positions in Å, forces in eV/Å.

energy relative to the best compared isomer or geometry (same formula, charge and spin) = 52.75 kcal per mole
total energy = -4086.0558 Eh
HOMO (spin up / spin down) = -10.4 / -10.4 eV
frontier orbital gap (spin up / spin down) = 5.806 / 6.096 eV
charge = +1
spin multiplicity = 2

---

Record 2
Molecular formula: C33H46ClNOP4SV
Method: DFT, wB97M-V/def2-TZVPD

XYZ file:
```
88
Properties=species:S:1:pos:R:3:forces:R:3
P -3.9811 -0.3362 -0.5576 0.3 0.0 0.4
C -4.3426 -1.1539 0.9559 -0.2 -0.1 1.0
C -5.3986 -0.6113 1.7445 0.3 -0.3 -0.5
H -5.7047 0.4217 1.5752 -0.2 -0.3 0.0
C -6.0520 -1.4205 2.6622 0.2 0.0 0.1
H -6.9135 -1.0308 3.2049 0.3 -0.1 -0.1
C -5.6075 -2.7322 2.8725 0.0 0.2 0.0
H -6.1553 -3.3816 3.5577 0.2 0.2 -0.2
C -4.4539 -3.2046 2.2372 0.2 0.1 -0.1
H -4.0615 -4.1969 2.4727 -0.2 0.4 -0.1
C -3.8053 -2.4220 1.2826 -0.5 0.2 -0.2
H -2.9031 -2.7733 0.7775 -0.4 -0.1 0.0
C -3.1835 1.2404 -0.4547 0.2 0.6 -0.2
C -2.8511 1.8132 0.7968 -0.3 -0.2 -0.3
H -2.8099 1.1749 1.6793 -0.1 0.2 -0.1
C -2.6305 3.1831 0.8904 0.1 -0.1 0.0
H -2.3938 3.6190 1.8625 -0.1 -0.1 -0.3
C -2.7436 3.9903 -0.2466 0.1 0.0 0.2
H -2.6394 5.0698 -0.1500 0.0 -0.2 0.0
C -2.9956 3.4258 -1.4979 0.2 0.0 -0.2
H -3.0682 4.0581 -2.3866 0.1 -0.2 0.3
C -3.1775 2.0569 -1.6190 -0.2 -0.3 0.4
H -3.3872 1.6000 -2.5863 0.0 0.2 0.2
C -3.6068 -1.3559 -1.9513 0.1 -0.6 -0.7
C -4.7161 -1.8529 -2.6870 0.5 0.5 0.4
H -5.7189 -1.7272 -2.2798 0.2 0.0 -0.2
C -4.5108 -2.4542 -3.9188 0.1 -0.2 -0.1
H -5.3704 -2.7983 -4.5029 0.4 0.1 0.2
C -3.2086 -2.6051 -4.4074 0.0 0.0 -0.1
H -3.0507 -3.0552 -5.3914 -0.1 0.2 0.4
C -2.1015 -2.2011 -3.6521 0.1 0.0 0.3
H -1.0793 -2.3539 -4.0196 -0.5 0.0 0.1
C -2.2892 -1.5963 -2.4081 -0.6 0.1 -0.3
H -1.4374 -1.3458 -1.7815 0.0 0.1 -0.1
V 2.4256 -0.8892 1.2733 1.2 1.4 0.1
C 3.0447 0.8416 0.0569 0.4 0.2 0.2
C 2.1072 1.5686 -0.5839 0.0 -0.1 0.0
H 4.0953 1.1852 -0.0141 -0.4 -0.2 0.0
C 0.6793 1.0555 -0.4752 -0.3 0.8 -0.9
O 0.3007 0.6289 -1.8300 -0.5 0.3 0.9
H -0.6644 0.4844 -1.8581 0.5 0.2 0.1
C 0.7495 -0.0656 0.4544 2.2 -3.3 0.6
H -0.0138 1.8280 -0.1034 0.0 -0.1 -0.2
C 0.7802 -1.3654 0.6491 -3.6 1.1 -1.2
Cl 2.1151 -2.6511 2.7977 0.0 0.7 -0.4
P 3.0906 -2.4738 -0.5571 0.6 -0.1 0.1
P 1.8723 0.5480 3.1432 0.5 0.5 1.0
C 3.8290 -3.9942 0.1020 0.1 0.0 0.0
H 3.1591 -4.4006 0.8701 0.2 0.1 -0.2
H 4.7940 -3.7733 0.5733 -0.2 -0.1 -0.1
H 3.9460 -4.7131 -0.7195 0.1 0.1 0.2
C 1.7962 -3.1166 -1.6619 -0.2 0.1 -0.1
H 1.5226 -2.3468 -2.3969 0.0 -0.2 0.2
H 0.9050 -3.3874 -1.0815 0.2 -0.1 -0.2
H 2.1872 -4.0020 -2.1825 -0.2 0.3 0.1
C 4.2755 -1.7604 -1.7325 0.2 0.0 -0.1
H 5.1571 -1.3916 -1.1945 -0.2 -0.2 -0.1
H 3.7971 -0.9151 -2.2450 0.1 -0.2 0.1
H 4.5639 -2.5230 -2.4694 0.0 0.3 0.1
C 2.7337 0.1293 4.6837 0.1 0.0 0.1
H 3.7982 0.3702 4.5859 -0.2 0.0 0.1
H 2.6363 -0.9463 4.8642 0.0 0.2 0.0
H 2.2794 0.6984 5.5060 0.2 -0.1 -0.1
C 2.1507 2.3395 2.9997 0.1 0.2 -0.1
H 1.5103 2.7626 2.2169 0.1 -0.1 0.1
H 3.1956 2.5208 2.7228 -0.2 0.0 0.1
H 1.9306 2.8345 3.9557 0.1 -0.1 -0.2
C 0.1237 0.4503 3.6152 -0.3 -0.1 0.0
H -0.2243 -0.5849 3.5205 0.0 0.2 0.1
H -0.4738 1.0973 2.9607 0.1 -0.1 0.1
H 0.0212 0.7765 4.6587 -0.1 0.0 -0.3
P 2.4000 3.0191 -1.6328 -0.4 -0.8 0.4
C 4.0001 3.7123 -1.2251 0.1 0.3 -0.1
C 1.0847 4.2177 -1.2970 0.1 0.2 0.0
H 4.7844 2.9628 -1.4040 -0.2 0.3 0.1
H 4.0128 4.0337 -0.1727 0.0 -0.2 -0.3
H 4.1829 4.5879 -1.8658 0.0 -0.3 0.2
H 0.1069 3.8123 -1.5996 0.4 0.1 0.1
H 1.2799 5.1380 -1.8662 -0.1 -0.2 0.2
H 1.0712 4.4591 -0.2237 0.0 -0.1 -0.3
C 2.3156 2.5536 -3.3739 0.1 0.2 -0.1
H 3.1247 1.8450 -3.6002 -0.3 0.2 0.1
H 2.4345 3.4544 -3.9935 0.0 -0.3 0.1
H 1.3406 2.0857 -3.5734 0.4 0.1 0.1
H 0.0642 -2.1601 0.5512 0.1 -0.5 -0.1
S 4.9204 -0.7024 1.8389 -1.1 0.5 -0.7
C 5.3269 -1.9970 2.7938 1.1 -2.3 1.7
N 5.7024 -2.8851 3.4662 -0.9 1.7 -1.3
```
Positions in Å, forces in eV/Å.

energy relative to the best compared isomer or geometry (same formula, charge and spin) = 0.00 kcal per mole
total energy = -4582.2534 Eh
HOMO (spin up / spin down) = -12.2 / -12.2 eV
frontier orbital gap (spin up / spin down) = 6.471 / 4.304 eV
charge = +2
spin multiplicity = 2

---

Record 3
Molecular formula: C3H7ClN2O2
Method: DFT, wB97M-V/def2-TZVPD

XYZ file:
```
15
Properties=species:S:1:pos:R:3:forces:R:3
C -0.3232 -1.9915 -0.1995 0.7 -3.2 -1.1
C 0.0611 0.4517 0.1897 -0.4 5.9 -0.7
C 1.4242 0.6189 0.7859 0.7 -1.8 -3.0
H 0.7706 -2.2304 -0.0744 -1.0 0.5 0.4
H -0.4135 -2.1654 -1.3812 -0.4 -0.1 2.4
H -0.9708 -2.7810 0.4960 1.6 2.2 -2.1
H -2.0869 0.0489 -1.0771 0.5 -1.0 2.6
H 1.7841 1.5898 0.9903 -0.3 1.1 0.3
H 1.7767 -0.1344 1.4149 -0.7 -0.6 2.2
H -1.2309 3.4509 -0.0417 5.0 -2.9 -1.7
N -0.6361 -0.6518 0.0710 -2.4 -2.1 1.1
N -0.7181 1.4871 -0.2080 1.4 -1.2 -0.2
O -1.9988 -0.4160 -0.1390 -0.1 -0.1 -2.4
O -0.1743 2.7611 -0.3957 -4.2 2.6 2.7
Cl 2.7356 -0.0378 -0.4312 -0.3 0.6 -0.5
```
Positions in Å, forces in eV/Å.

energy relative to the best compared isomer or geometry (same formula, charge and spin) = 138.84 kcal per mole
total energy = -838.4422 Eh
HOMO = -8.2 eV
frontier orbital gap = 8.479 eV
spin multiplicity = 1

---

The lowest energy relative to the best compared isomer or geometry (same formula, charge and spin) belongs to which entry?
C33H46ClNOP4SV

---

What is the formula in the third record?
C3H7ClN2O2

---

What is the formula in the second record?
C33H46ClNOP4SV

---

Number 1 is which compound?
C28H28AsN5RuS